Here is a cluster of 2 separate species, C7H16O3S in total in a non-equilibrium geometry from OMol25. Energies are from ωB97M-V/def2-TZVPD.

Geometry as XYZ:
```
27
Properties=species:S:1:pos:R:3:forces:R:3:nbo_charge:R:1
C 1.391 -2.089 0.876 -2.1 -0.4 -0.5 -0.62
C 1.725 -0.301 -1.833 0.2 1.4 0.5 -0.62
C 0.660 2.401 0.947 -1.0 0.4 -2.1 -0.62
C 0.533 -0.882 0.452 -2.0 -1.1 -1.3 -0.41
C 1.261 0.121 -0.425 1.8 0.6 1.4 -0.21
C 0.577 1.501 -0.357 -2.7 -0.5 1.1 -0.31
C -0.941 1.237 -0.841 2.6 -1.5 -1.9 0.49
O -3.092 -0.734 1.535 -0.3 0.7 0.9 -0.88
O -2.581 -1.155 -0.859 -1.1 0.7 0.9 -0.94
O -1.942 1.546 -0.307 -1.4 1.2 1.5 -0.57
S -3.623 -0.555 0.011 -0.6 -3.3 -1.0 1.37
H 1.719 -2.627 0.027 0.8 -0.1 -1.5 0.20
H 2.206 -1.611 1.330 1.5 -0.3 1.4 0.20
H 0.888 -2.989 1.346 0.3 1.7 0.6 0.22
H 0.870 -0.316 -2.547 0.8 -0.6 0.4 0.21
H 2.486 0.456 -2.197 -0.9 -0.7 0.3 0.21
H 2.298 -1.208 -1.655 -0.4 -0.4 -0.8 0.22
H 1.548 3.033 1.003 -0.2 0.4 -0.9 0.22
H 0.825 1.872 1.824 -0.4 -1.6 1.7 0.21
H -0.300 2.999 1.028 1.3 -0.6 0.0 0.23
H 0.173 -0.271 1.301 -0.1 -0.8 -0.1 0.21
H -0.326 -1.246 -0.166 0.2 0.2 0.9 0.22
H 2.180 0.174 0.195 0.2 0.7 -0.6 0.19
H 0.869 2.076 -1.171 1.1 1.2 -1.6 0.21
H -1.058 0.627 -1.854 0.7 1.0 1.5 0.12
H -3.789 -0.311 2.090 0.8 -0.2 -0.2 0.49
H -4.557 -1.750 0.245 0.9 1.8 -0.7 -0.04
```
Forces are in eV/Å.

Output
- HOMO (Eh) = -0.334
- charge = 0
- energy above the lowest of the compared OMol25 structures with the same formula, charge and spin (kcal/mol) = 9.7
- multiplicity = 1
- E_tot (eV) = -24492.999
- orbital gap (Eh) = 0.346